The following is a quantum chemistry calculation of a molecular structure, C14H28AuN4O7P2SSi, from the Open Molecules 2025 dataset.

Each line ends with the Löwdin charge.
Geometry (Å):
C  3.989  0.762  -0.516  -0.0196
H  0.014  -4.013  1.452  0.0530
H  1.112  5.259  0.887  0.0328
H  -1.969  -3.598  2.844  0.0956
H  0.747  -0.953  -5.356  0.1117
H  0.690  -3.992  -0.206  0.0470
H  4.963  0.320  -0.668  0.1206
H  -0.884  4.687  -1.339  0.0349
H  2.482  3.796  -0.140  0.1027
H  -2.122  5.187  -0.183  0.0413
C  0.483  -1.936  -4.969  -0.1398
H  1.325  -2.891  1.066  0.0218
C  -1.721  -2.012  1.766  -0.7569
S  -0.801  -2.221  0.154  0.8833
H  1.401  4.020  2.125  0.0421
O  -3.574  -0.166  2.596  -0.0875
H  -0.123  -2.807  4.741  0.1058
C  -1.022  -2.067  -4.679  -0.1380
H  -2.865  -0.160  3.339  0.0692
C  2.893  -0.061  -0.399  -0.2808
H  4.711  2.782  -0.525  0.1232
H  -2.277  3.644  -1.027  0.0347
P  -0.605  -1.365  3.153  0.2906
O  0.610  -0.795  2.522  -0.3461
C  1.517  1.865  -0.128  -0.4090
O  -2.276  0.194  0.346  -0.4073
C  2.994  -1.546  -0.409  -0.0188
O  -1.477  -0.550  4.052  -0.2851
H  -2.243  3.678  2.657  0.0484
H  -2.633  2.276  1.670  0.0115
P  -2.965  -0.760  1.315  0.4335
N  1.687  0.525  -0.263  -0.0001
C  0.455  -3.398  0.673  -0.3004
H  3.112  -1.900  0.617  0.0957
C  0.180  -2.398  -2.657  -0.1940
C  3.837  2.150  -0.432  -0.0220
H  -1.299  2.199  2.839  0.0391
O  -2.431  -3.166  2.109  -0.0644
C  2.609  2.730  -0.222  0.0009
H  -1.478  -2.883  -5.237  0.1136
O  -0.333  -2.822  3.799  -0.1332
C  -1.810  2.835  2.112  -0.1661
C  -1.563  4.328  -0.564  -0.1666
H  2.101  -1.998  -0.840  0.0267
H  0.127  5.211  2.341  0.0431
H  0.833  -2.690  -5.672  0.1133
H  2.051  -2.175  -3.479  0.1144
Au  -0.241  0.113  0.137  1.2004
H  -1.569  -1.151  -4.897  0.1128
N  0.195  2.075  0.084  -0.1257
C  0.631  4.587  1.599  -0.1673
Si  -0.653  3.484  0.816  0.4462
H  3.873  -1.860  -0.968  0.0955
N  -1.021  -2.352  -3.237  -0.0316
O  -4.132  -1.421  0.508  -0.0476
H  -4.728  -1.971  1.038  0.1209
H  -1.868  -2.478  -2.713  0.1066
N  1.061  -2.149  -3.633  -0.0248

Atomic forces in eV per Å
0.0 0.0 0.0
-0.1 -0.1 -0.1
0.0 0.0 0.0
0.0 0.0 0.0
0.0 0.0 0.0
0.0 0.0 0.0
0.0 0.0 0.0
0.0 0.0 0.0
0.0 0.0 0.0
0.0 0.0 0.0
0.0 0.0 0.0
-0.1 0.0 0.1
-0.1 0.0 -0.1
-0.2 -0.1 0.1
0.0 0.0 0.0
0.1 0.1 0.2
-0.1 0.0 0.0
0.0 0.0 0.0
0.1 -0.1 0.1
-0.1 0.0 0.0
0.0 0.0 0.0
0.0 0.0 0.0
0.0 0.1 0.0
0.0 0.0 0.0
0.0 0.0 0.0
0.0 0.1 0.2
0.0 0.0 0.0
-0.3 0.1 -0.2
0.0 0.0 0.0
0.0 0.0 0.0
0.1 -0.1 -0.2
0.0 0.1 0.2
0.1 0.0 0.0
0.0 0.0 0.0
0.1 0.1 0.1
0.0 0.0 0.0
0.0 0.0 0.0
0.1 -0.1 -0.1
0.0 0.0 0.0
0.0 0.0 0.0
0.1 0.0 0.0
0.0 0.0 0.0
0.0 0.0 0.0
0.0 0.0 -0.1
0.0 0.0 0.0
0.0 0.0 0.0
0.0 0.0 0.0
0.0 -0.2 -0.2
0.0 0.0 0.0
0.0 0.2 0.0
0.0 0.0 0.0
0.0 -0.1 -0.1
0.0 0.0 0.0
0.0 0.0 0.1
0.0 0.0 0.1
0.0 0.0 0.0
0.0 0.0 0.0
0.0 0.0 0.0

Values from the calculation:
**Total charge**: +1
**Kohn-Sham gap**: 6.83 eV
**Energy relative to the best compared isomer or geometry (same formula, charge and spin)**: 1.371 eV